1.
This record from the OMol25 dataset describes a cluster of 3 separate species, C4H15NO2S in total. The level of theory is wB97M-V/def2-TZVPD.

Cartesian coordinates (Å):
C  -0.51126  -0.54451  -2.42776
N  -1.05281  -1.46115  -1.45320
C  -0.69384  -1.37535  -0.05877
C  -1.31968  -0.21394  0.76312
C  -0.48821  1.06664  0.71624
S  -1.45037  2.61407  0.52742
H  -0.31977  0.45063  -2.02761
H  -1.12534  -0.48305  -3.32602
H  0.41218  -0.92575  -2.84785
H  -2.05098  -1.53370  -1.53721
H  0.36649  -1.44310  0.17987
H  -0.98240  -2.32180  0.42531
H  -1.32660  -0.57264  1.78497
H  -2.35277  -0.11044  0.44864
H  0.14734  1.08496  -0.16973
H  0.14280  1.16537  1.59688
H  -2.45918  2.32656  1.36097
O  3.57257  0.14670  0.44782
H  3.20524  0.44215  -0.40335
H  3.60697  0.93321  0.99917
O  2.30028  -2.46525  1.13256
H  2.59465  -1.89563  0.41304
H  1.35064  -2.56552  1.17827

Summary:
HOMO energy in eV: -8.7
Total charge: 0
SMILES string: CNCCCS.O.O
Gap between HOMO and LUMO in eV: 9.1686
LUMO energy in eV: 0.43

***

2.
This record from the OMol25 dataset describes a cluster of 2 separate species, C5H10I3N in total. The level of theory is wB97M-V/def2-TZVPD.

Cartesian coordinates (Å):
C  -0.89334  -1.53229  -1.33067
C  -0.05799  -0.96910  -0.10535
C  -0.63839  0.36868  0.37906
C  -0.19898  0.86706  1.66622
C  1.15203  1.62335  1.44150
N  -1.45766  0.98265  -0.39292
I  -2.41511  2.74218  0.16601
H  -0.45211  -2.17094  -2.17471
H  -1.61839  -2.22338  -0.79618
H  -1.50077  -0.77620  -1.68649
H  0.09385  -1.66197  0.69530
H  0.97588  -0.88494  -0.43245
H  -1.08142  1.55613  1.89761
H  -0.12960  0.19405  2.51340
H  1.96785  1.10390  0.88376
H  1.43078  1.80087  2.53876
H  0.92907  2.49658  0.97377
I  -4.11722  -1.46496  0.90891
I  -5.63550  0.01379  -0.78850

Summary:
HOMO energy in eV: -8.9
Total charge: 0
SMILES string: CCC(CC)=NI.II
Gap between HOMO and LUMO in eV: 7.0258
LUMO energy in eV: -1.85

***

3.
This record from the OMol25 dataset describes an isolated molecule of C6H9N. The level of theory is wB97M-V/def2-TZVPD.

Cartesian coordinates (Å):
H  3.15987  1.71648  -1.68096
N  2.33400  1.41137  -1.16619
C  2.62997  0.44163  -0.39560
C  1.61491  -0.13965  0.49591
C  0.32300  -0.09591  0.26677
C  -0.97077  -0.21812  0.14521
C  -1.92325  0.93757  0.35234
C  -1.52723  -1.61176  -0.07062
H  3.64535  0.03480  -0.29234
H  1.95831  -0.55624  1.44225
H  -2.77922  0.84589  -0.32618
H  -1.43681  1.89596  0.15568
H  -2.31589  0.95027  1.37501
H  -1.01398  -2.13492  -0.88154
H  -2.60021  -1.59016  -0.27756
H  -1.37167  -2.19266  0.84590

Summary:
HOMO energy in eV: -8.9
Total charge: 0
SMILES string: [H]/N=C/C=C=C(C)C
Gap between HOMO and LUMO in eV: 9.8246
LUMO energy in eV: 0.93

***

4.
This record from the OMol25 dataset describes a structure of composition C43H56BrO4P2PdSbSi3. The level of theory is wB97M-V/def2-TZVPD.

Cartesian coordinates (Å):
Pd  -1.95946  -0.76064  0.45323
C  -4.32566  0.03919  4.29818
Si  -2.49738  -0.26015  4.66321
C  -2.36488  -1.95554  5.49050
C  -2.03432  0.97280  6.02695
Sb  -1.25468  0.48142  2.56982
Si  1.16781  -0.09490  3.16224
C  2.02668  -1.41187  2.10978
C  1.48374  -0.54266  4.97714
C  2.13892  1.50543  2.86152
Si  -1.75490  -2.84247  1.51521
C  -0.57536  -3.40465  2.91212
C  -3.47650  -3.39480  2.11851
C  -1.29252  -4.11096  0.16839
H  -4.92327  0.00324  5.21518
H  -4.72408  -0.70138  3.59983
H  -4.45245  1.02453  3.84224
H  -3.04865  -1.98523  6.34670
H  -1.35213  -2.13264  5.86010
H  -2.62209  -2.77035  4.81510
H  -2.67806  0.83276  6.90263
H  -2.14977  1.99860  5.67113
H  -0.99796  0.84306  6.34468
H  1.40512  -1.70098  1.26016
H  2.24135  -2.30401  2.70123
H  2.96870  -1.01286  1.72538
H  0.99199  -1.48091  5.24420
H  1.11617  0.23723  5.64704
H  2.55916  -0.66115  5.15079
H  2.03126  1.80820  1.81615
H  3.20706  1.36688  3.06336
H  1.75884  2.31951  3.48331
H  -0.51374  -2.71799  3.75769
H  0.43213  -3.54780  2.51830
H  -0.92398  -4.37578  3.28516
H  -3.87345  -2.74447  2.90173
H  -3.44697  -4.41942  2.50904
H  -4.17101  -3.36226  1.27565
H  -0.28550  -3.92028  -0.21711
H  -1.99462  -4.05324  -0.66380
H  -1.30605  -5.12724  0.58287
Br  -8.89933  1.64471  0.83736
C  -7.48070  0.57919  0.12019
C  -7.64100  0.01211  -1.13309
C  -6.61071  -0.76290  -1.64343
C  -5.44004  -0.96823  -0.92098
C  -5.31098  -0.38247  0.33234
C  -6.33079  0.39717  0.86369
C  -4.33855  -1.84597  -1.51891
O  -4.59212  -2.40853  -2.59405
O  -3.27182  -1.96029  -0.85159
H  -8.55196  0.17467  -1.69391
H  -6.68968  -1.23093  -2.61602
H  -4.39316  -0.52816  0.89135
H  -6.22104  0.85943  1.83526
C  2.79252  -0.34465  -1.91174
P  0.99358  -0.05366  -1.47686
C  0.86563  1.77111  -1.70075
C  0.37191  2.47113  -0.60357
C  0.23033  3.85337  -0.64323
C  0.58848  4.55167  -1.78342
C  1.08743  3.86507  -2.88556
C  1.22302  2.48711  -2.84281
C  0.26260  -0.76924  -3.01110
C  0.73248  -0.58882  -4.31410
C  0.06672  -1.15544  -5.39126
C  -1.08425  -1.90853  -5.18418
C  -1.55503  -2.11213  -3.89604
C  -0.87005  -1.55576  -2.82366
P  3.98086  0.39994  -0.72292
C  5.56078  -0.39744  -1.24254
C  5.67415  -1.40119  -2.19988
C  6.91158  -1.95732  -2.50748
C  8.05698  -1.51532  -1.86611
C  7.95812  -0.51471  -0.90574
C  6.72358  0.02884  -0.59540
C  4.30592  2.05204  -1.46871
C  3.98634  3.18313  -0.72540
C  4.21799  4.45379  -1.23787
C  4.78079  4.60332  -2.49500
C  5.10658  3.47940  -3.24497
C  4.86990  2.21444  -2.73338
H  3.04683  -0.07973  -2.94184
H  2.89809  -1.42966  -1.80695
H  0.05018  1.92746  0.27946
H  -0.19035  4.36603  0.21285
H  0.47154  5.62874  -1.82319
H  1.37268  4.40618  -3.78046
H  1.61096  1.97332  -3.71041
H  1.62367  -0.00661  -4.50968
H  0.44273  -0.99934  -6.39667
H  -1.61466  -2.32962  -6.03086
H  -2.46862  -2.66147  -3.69756
H  -1.26059  -1.72089  -1.82731
H  4.79452  -1.75652  -2.72069
H  6.97450  -2.73858  -3.25545
H  9.02015  -1.94850  -2.10658
H  8.84565  -0.16377  -0.39305
H  6.65202  0.80324  0.16125
H  3.53630  3.06614  0.25353
H  3.94242  5.32450  -0.65616
H  4.95712  5.59381  -2.89723
H  5.54300  3.59142  -4.23057
H  5.13236  1.33978  -3.31947
C  -2.54731  2.10221  -2.73458
O  -2.22201  0.96651  -1.94984
C  -2.43077  1.08197  -0.55996
O  -2.89658  2.13703  -0.17325
H  -2.32446  1.83252  -3.76827
H  -1.95269  2.97200  -2.44093
H  -3.60329  2.36568  -2.63616

Summary:
HOMO energy in eV: -1.3
Total charge: -2
Gap between HOMO and LUMO in eV: 5.0120
LUMO energy in eV: 3.70

***

5.
This record from the OMol25 dataset describes the ion C5H13N2O with charge -2. The level of theory is wB97M-V/def2-TZVPD.

Cartesian coordinates (Å):
C  -0.42289  1.35531  0.13205
N  -1.75148  1.29834  -0.49437
C  -2.05100  0.80294  -1.90745
O  -1.99517  -0.53117  -2.06958
C  0.47036  0.00584  0.11264
C  -0.41526  -1.17619  0.49284
N  1.62842  0.16107  0.98077
C  2.59138  -0.98300  0.99676
H  -0.34928  1.89706  1.06474
H  0.20213  2.00973  -0.53033
H  -2.34362  0.69099  0.05967
H  -3.13588  1.05520  -2.17165
H  -1.51349  1.40797  -2.62973
H  0.91528  0.03511  -0.88376
H  -1.01170  -0.95912  1.36949
H  -0.94966  -1.49304  -0.41274
H  0.23743  -1.99607  0.86076
H  1.43488  0.35116  1.95998
H  3.57242  -0.58629  1.17380
H  2.38801  -1.71550  1.78729
H  2.49912  -1.63033  0.10882

Summary:
Expectation value of S²: 0.751
HOMO energy (alpha / beta) in eV: 3.9 / -0.1
Total charge: -2
2S+1: 2
Gap between HOMO and LUMO (alpha / beta) in eV: 2.9391 / 6.8158
LUMO energy (alpha / beta) in eV: 6.86 / 6.74

***

Computed values of energy relative to the best compared isomer or geometry (same formula, charge and spin) (unit: kcal per mole) for the preceding records, in sequence: 28.38 2.14 54.13 7.52 25.66.